Entry 1:
A molecular structure, C2H3N3 at a distorted geometry, computed with the ωB97M-V functional and the def2-TZVPD basis.

XYZ file:
```
8
Properties=species:S:1:pos:R:3:nbo_charge:R:1
N -0.117 0.924 -0.188 -0.680
C 1.338 -0.285 -0.297 0.191
N 0.683 -1.303 -0.028 -0.219
N -0.647 -1.274 0.141 -0.358
C -1.026 -0.005 0.029 0.212
H -0.542 1.851 -0.356 0.409
H 2.409 -0.086 -0.140 0.241
H -2.097 0.177 0.106 0.203
```

Summary:
gap between HOMO and LUMO	10.3	eV
relative energy (zero: lowest compared OMol25 entry of this formula, charge and spin)	251.0	kJ/mol
calculated total energy	-6589.974	eV
LUMO level	0.8	eV


Entry 2:
2 unconnected molecules or ions with the total composition C2H3N3 at a distorted geometry, computed with the ωB97M-V functional and the def2-TZVPD basis.

XYZ file:
```
8
Properties=species:S:1:pos:R:3:nbo_charge:R:1
C -1.502 -0.728 -0.409 0.290
C 1.148 -0.736 0.308 -0.436
N -1.916 0.390 -0.631 -0.758
N 0.805 1.613 0.363 -0.089
N 1.078 0.511 0.264 0.063
H -1.596 1.360 -0.505 0.446
H 1.815 -1.393 -0.128 0.238
H 0.168 -1.017 0.739 0.248
```

Summary:
gap between HOMO and LUMO	9.6	eV
relative energy (zero: lowest compared OMol25 entry of this formula, charge and spin)	363.9	kJ/mol
calculated total energy	-6588.804	eV
LUMO level	0.8	eV


Entry 3:
2 unconnected molecules or ions with the total composition C2H3N3, computed with the ωB97M-V functional and the def2-TZVPD basis.

XYZ file:
```
8
Properties=species:S:1:pos:R:3:nbo_charge:R:1
N -1.319 1.560 1.468 -0.716
C -0.918 0.900 0.546 0.661
N -0.370 0.516 -0.459 -0.758
H -1.315 1.305 2.436 0.406
H -0.766 -0.076 -1.164 0.415
C 1.556 -1.382 -0.921 0.079
N 1.321 -2.286 -1.574 -0.331
H 1.812 -0.537 -0.332 0.244
```

Summary:
gap between HOMO and LUMO	11.3	eV
SMILES string	N=C=N.C#N
relative energy (zero: lowest compared OMol25 entry of this formula, charge and spin)	116.6	kJ/mol
calculated total energy	-6591.367	eV
LUMO level	0.6	eV


Entry 4:
A single C2H3N3O molecule at a distorted geometry, computed with the ωB97M-V functional and the def2-TZVPD basis.

XYZ file:
```
9
Properties=species:S:1:pos:R:3:nbo_charge:R:1
H -2.286 0.227 -0.271 0.338
N -1.968 -0.652 0.296 -0.649
C -0.705 -0.354 0.124 0.582
N 0.344 -1.111 0.382 -0.472
C 1.403 -0.289 0.131 0.260
N 1.086 0.984 -0.379 -0.297
O -0.268 0.973 -0.430 -0.371
H 2.414 -0.523 -0.038 0.205
H 1.595 1.819 0.126 0.404
```

Summary:
gap between HOMO and LUMO	9.0	eV
SMILES string	[H]/N=c1/nc[nH]o1
relative energy (zero: lowest compared OMol25 entry of this formula, charge and spin)	325.7	kJ/mol
calculated total energy	-8637.119	eV
LUMO level	-0.1	eV


Entry 5:
A single C2H3N3O molecule at a distorted geometry, computed with the ωB97M-V functional and the def2-TZVPD basis.

XYZ file:
```
9
Properties=species:S:1:pos:R:3:nbo_charge:R:1
O -1.963 0.049 0.039 -0.645
C -0.669 -0.030 -0.166 0.616
N 0.124 -1.141 -0.153 -0.554
C 1.337 -0.586 0.007 0.150
N 1.385 0.734 -0.013 -0.318
N 0.071 1.043 -0.099 -0.380
H -2.322 -0.808 0.144 0.505
H 2.208 -1.285 0.264 0.205
H -0.171 2.024 -0.023 0.421
```

Summary:
gap between HOMO and LUMO	10.0	eV
SMILES string	Oc1ncn[nH]1
relative energy (zero: lowest compared OMol25 entry of this formula, charge and spin)	67.0	kJ/mol
calculated total energy	-8639.800	eV
LUMO level	0.7	eV


Entry 6:
A single C2H3N3O molecule at a distorted geometry, computed with the ωB97M-V functional and the def2-TZVPD basis.

XYZ file:
```
9
Properties=species:S:1:pos:R:3:nbo_charge:R:1
C 1.245 0.009 -0.562 -0.587
C -0.190 0.016 0.110 0.281
N -0.111 1.112 0.667 -0.072
O -2.214 0.495 1.266 -0.292
N -2.223 -0.588 0.688 0.283
N -1.175 -0.974 0.018 -0.365
H 1.738 -0.853 -0.122 0.246
H 1.019 -0.107 -1.618 0.247
H 1.912 0.890 -0.447 0.260
```

Summary:
gap between HOMO and LUMO (spin up / spin down)	8.6 / 8.6	eV
relative energy (zero: lowest compared OMol25 entry of this formula, charge and spin)	521.9	kJ/mol
calculated total energy	-8635.085	eV
LUMO level (spin up / spin down)	-1.7 / -1.7	eV


Entry 7:
A single C2H3N3O molecule at a distorted geometry, computed with the ωB97M-V functional and the def2-TZVPD basis.

XYZ file:
```
9
Properties=species:S:1:pos:R:3:nbo_charge:R:1
O -1.065 -1.861 0.023 -0.652
C -0.350 -0.708 0.002 0.369
C 0.880 -0.243 -0.422 -0.197
N 0.809 1.167 -0.013 -0.356
N -0.367 1.422 0.528 -0.018
N -1.051 0.346 0.568 -0.320
H -1.894 -1.544 0.445 0.501
H 1.791 -0.641 -0.887 0.244
H 1.245 2.078 -0.249 0.430
```

Summary:
gap between HOMO and LUMO	10.4	eV
SMILES string	Oc1c[nH]nn1
relative energy (zero: lowest compared OMol25 entry of this formula, charge and spin)	177.2	kJ/mol
calculated total energy	-8638.658	eV
LUMO level	1.0	eV


Entry 8:
A single C2H3N3O molecule at a distorted geometry, computed with the ωB97M-V functional and the def2-TZVPD basis.

XYZ file:
```
9
Properties=species:S:1:pos:R:3:nbo_charge:R:1
C 1.181 0.092 -0.899 -0.036
C -0.757 -1.120 -0.793 0.212
N 0.301 -0.851 -1.301 -0.320
N 0.873 0.763 0.180 -0.181
N -0.220 0.471 0.741 -0.050
O -0.546 1.242 1.852 -0.541
H 2.098 0.245 -1.422 0.202
H -1.670 -1.620 -0.662 0.240
H -1.260 0.777 2.304 0.473
```

Summary:
gap between HOMO and LUMO (spin up / spin down)	8.1 / 8.1	eV
relative energy (zero: lowest compared OMol25 entry of this formula, charge and spin)	513.6	kJ/mol
calculated total energy	-8635.172	eV
LUMO level (spin up / spin down)	0.3 / 0.3	eV


Entry 9:
2 unconnected molecules or ions with the total composition C2H3N3O at a distorted geometry, computed with the ωB97M-V functional and the def2-TZVPD basis.

XYZ file:
```
9
Properties=species:S:1:pos:R:3:nbo_charge:R:1
N 2.433 0.534 0.174 -0.351
C 1.685 0.067 -0.594 0.210
C 0.604 -0.755 -1.367 -0.236
N -0.590 0.211 -0.831 0.006
N -0.323 -0.645 -0.026 0.060
H 0.923 -1.607 -1.949 0.273
O -1.472 0.205 1.553 -0.907
H -2.400 0.818 1.280 0.469
H -0.861 1.172 1.760 0.476
```

Summary:
gap between HOMO and LUMO	9.9	eV
SMILES string	N#CC1N=N1.O
relative energy (zero: lowest compared OMol25 entry of this formula, charge and spin)	644.3	kJ/mol
calculated total energy	-8633.817	eV
LUMO level	0.0	eV


Entry 10:
A single C2H3N3O molecule, computed with the ωB97M-V functional and the def2-TZVPD basis.

XYZ file:
```
9
Properties=species:S:1:pos:R:3:nbo_charge:R:1
N -1.477 0.517 0.980 -0.785
C -0.397 -0.190 0.704 0.474
N -0.081 -0.873 -0.290 -0.357
C 1.008 -0.818 -1.030 0.004
N 1.912 0.174 -0.785 0.041
O 1.507 1.021 0.025 -0.381
H -1.950 1.007 0.231 0.398
H -1.741 0.744 1.926 0.410
H 1.218 -1.582 -1.760 0.197
```

Summary:
gap between HOMO and LUMO (spin up / spin down)	8.2 / 8.2	eV
relative energy (zero: lowest compared OMol25 entry of this formula, charge and spin)	385.0	kJ/mol
calculated total energy	-8636.504	eV
LUMO level (spin up / spin down)	-0.5 / -0.5	eV